(1)
Below is a cluster of 2 separate species, C5H12N2S in total in a non-equilibrium geometry, with properties calculated with the ωB97M-V functional and the def2-TZVPD basis.

Last columns: bonded neighbours and bond lengths (Å).
Geometry (Å):
1 C -1.85071 -1.42799 -2.02555  C2 1.295, H9 1.175, H10 1.086
2 C -2.47449 -0.42419 -1.49615  C1 1.295, S8 1.955, H11 1.071
3 C 2.39550 -0.49566 3.20757  C4 1.482, H12 1.057, H13 1.097, H14 1.097
4 C 2.22336 -0.40998 1.73840  C3 1.482, C5 1.302, H16 1.060
5 C 1.52859 -1.26137 1.04012  C4 1.302, H17 1.088, H18 1.112
6 N -1.38902 1.67687 -0.32674  S8 1.700, H15 1.042, H19 0.992
7 N -0.60272 0.77534 -2.73460  S8 1.518, H20 1.009
8 S -1.77127 1.34255 -1.94931  C2 1.955, N6 1.700, N7 1.518
9 H -2.15006 -2.53272 -1.76192  C1 1.175
10 H -1.25774 -1.25903 -2.91916  C1 1.086
11 H -3.06895 -0.37675 -0.60688  C2 1.071
12 H 3.28852 -0.21590 3.69975  C3 1.057
13 H 1.65473 0.15264 3.69269  C3 1.097
14 H 2.28673 -1.53814 3.52980  C3 1.097
15 H -2.00862 2.44074 0.01751  N6 1.042
16 H 2.59819 0.52310 1.40208  C4 1.060
17 H 1.16408 -2.21228 1.42181  C5 1.088
18 H 1.35996 -1.35843 -0.05448  C5 1.112
19 H -1.32450 0.86438 0.23866  N6 0.992
20 H -0.29835 1.34906 -3.50736  N7 1.009

Computed properties:
Frontier orbital gap: 9.827 eV
Total energy: -705.24716 a.u.
LUMO energy: 0.73 eV
HOMO level: -9.10 eV
Relative energy (zero: lowest compared OMol25 entry of this formula, charge and spin): 382.4 kJ/mol
Total charge: 0

=====

(2)
Below is the molecule C5H12N2S in a non-equilibrium geometry, with properties calculated with the ωB97M-V functional and the def2-TZVPD basis.

Last columns: bonded neighbours and bond lengths (Å).
Geometry (Å):
1 N 1.33401 0.45749 1.64248  C2 1.420, H9 1.000, H10 1.020
2 C 0.36772 -0.54233 1.35521  N1 1.420, C3 1.539, H11 1.135, H12 1.126
3 C -0.89618 0.04081 0.69821  C2 1.539, N4 1.478, C6 1.589, H13 1.116
4 N -1.74302 -1.07063 0.21526  C3 1.478, C5 1.488, H14 1.013
5 C -1.28034 -0.80228 -1.17277  N4 1.488, C6 1.508, H15 1.078, H16 1.129
6 C -0.76701 0.56455 -0.79673  C3 1.589, C5 1.508, C7 1.506, H17 1.093
7 C 0.47786 1.11473 -1.44053  C6 1.506, S8 1.834, H18 1.131, H19 1.071
8 S 1.96172 0.03978 -1.53005  C7 1.834, H20 1.348
9 H 0.93538 1.23531 2.12825  N1 1.000
10 H 2.15451 0.11084 2.13912  N1 1.020
11 H 0.00046 -1.17727 2.22070  C2 1.135
12 H 0.88027 -1.24149 0.63638  C2 1.126
13 H -1.47930 0.62980 1.44579  C3 1.116
14 H -1.44123 -1.97615 0.55586  N4 1.013
15 H -2.00355 -0.88951 -1.96747  C5 1.078
16 H -0.42197 -1.46706 -1.48170  C5 1.129
17 H -1.52985 1.32944 -0.96506  C6 1.093
18 H 0.77206 2.07707 -0.92499  C7 1.131
19 H 0.22709 1.30675 -2.46383  C7 1.071
20 H 2.45135 0.26015 -0.29411  S8 1.348

Computed properties:
Frontier orbital gap: 9.596 eV
Total energy: -705.35848 a.u.
LUMO energy: 0.84 eV
HOMO level: -8.76 eV
Relative energy (zero: lowest compared OMol25 entry of this formula, charge and spin): 90.1 kJ/mol
Total charge: 0

=====

(3)
Below is the molecule C5H12N2S in a non-equilibrium geometry, with properties calculated with the ωB97M-V functional and the def2-TZVPD basis.

Last columns: bonded neighbours and bond lengths (Å).
Geometry (Å):
1 C -1.72073 0.75010 -2.16365  N2 1.452, H9 1.120, H10 1.096, H11 1.110
2 N -0.36059 0.69923 -1.65714  C1 1.452, C3 1.286
3 C -0.00020 -0.06545 -0.68797  N2 1.286, C4 1.537, N6 1.390
4 C 1.47440 0.02099 -0.26312  C3 1.537, S5 1.807, H12 1.094, H13 1.115
5 S 1.83311 0.89130 1.27931  C4 1.807, H14 1.329
6 N -0.82644 -0.91792 0.03541  C3 1.390, C7 1.471, C8 1.449
7 C -1.80195 -0.28148 0.93424  N6 1.471, H15 1.125, H16 1.143, H17 1.104
8 C -0.17945 -1.98782 0.76754  N6 1.449, H18 1.122, H19 1.134, H20 1.101
9 H -2.24203 -0.24135 -2.14662  C1 1.120
10 H -1.66966 1.11151 -3.19754  C1 1.096
11 H -2.35035 1.47925 -1.61324  C1 1.110
12 H 1.94454 -0.95354 -0.09903  C4 1.094
13 H 1.91881 0.56420 -1.12888  C4 1.115
14 H 1.12628 1.98419 1.00880  S5 1.329
15 H -2.62938 -1.00673 1.16954  C7 1.125
16 H -1.39967 0.04283 1.95415  C7 1.143
17 H -2.30724 0.59707 0.49692  C7 1.104
18 H 0.41465 -1.61902 1.64553  C8 1.122
19 H -0.93243 -2.73450 1.17072  C8 1.134
20 H 0.47348 -2.57188 0.10054  C8 1.101

Computed properties:
Frontier orbital gap: 9.500 eV
Total energy: -705.36562 a.u.
LUMO energy: 0.80 eV
HOMO level: -8.70 eV
Relative energy (zero: lowest compared OMol25 entry of this formula, charge and spin): 71.4 kJ/mol
Total charge: 0

=====

(4)
Below is the ion C5H12N2S with charge +2 in a non-equilibrium geometry, with properties calculated with the ωB97M-V functional and the def2-TZVPD basis.

Last columns: bonded neighbours and bond lengths (Å).
Geometry (Å):
1 C -0.52782 0.59013 0.25185  C2 1.414, C3 1.349, H9 1.118
2 C -1.34703 -0.25591 -0.53085  C1 1.414, S8 1.670, H10 1.146
3 C 0.22057 0.27196 1.32773  C1 1.349, C5 1.510, H11 1.090
4 C 0.10489 0.83408 -2.39701  N6 1.508, S8 1.722, H12 1.046
5 C 0.33949 -1.09230 1.96308  C3 1.510, N7 1.524, H13 1.184, H14 1.059
6 N 0.30670 1.05577 -3.87458  C4 1.508, H15 1.054, H16 0.951, H17 1.087
7 N 0.51109 -1.12634 3.47742  C5 1.524, H18 1.054, H19 0.976, H20 1.014
8 S -1.21068 -0.25919 -2.19540  C2 1.670, C4 1.722
9 H -0.54999 1.67519 -0.01559  C1 1.118
10 H -1.88694 -1.13281 -0.02758  C2 1.146
11 H 0.64534 1.03849 1.97639  C3 1.090
12 H 0.05478 1.79388 -1.98460  C4 1.046
13 H 1.25074 -1.46431 1.30586  C5 1.184
14 H -0.47980 -1.66033 1.60716  C5 1.059
15 H 1.22076 1.52194 -4.11363  N6 1.054
16 H -0.46834 1.57872 -4.04640  N6 0.951
17 H 0.17434 0.09182 -4.35857  N6 1.087
18 H -0.32464 -0.76075 4.00560  N7 1.054
19 H 1.29102 -0.63689 3.80076  N7 0.976
20 H 0.67551 -2.06316 3.82837  N7 1.014

Computed properties:
Frontier orbital gap (spin up / spin down): 7.835 / 7.042 eV
Total energy: -704.64640 a.u.
LUMO energy (spin up / spin down): -7.95 / -8.15 eV
HOMO level (spin up / spin down): -15.79 / -15.19 eV
Relative energy (zero: lowest compared OMol25 entry of this formula, charge and spin): 242.5 kJ/mol
Total charge: +2

=====

> What is the total charge in the second record?

0

=====

> The highest total energy belongs to which entry?

number 4

=====

> The highest total energy belongs to which entry?

number 4

=====

> What is the relative energy (zero: lowest compared OMol25 entry of this formula, charge and spin) in the second record?

90.1 kJ/mol